C40H75Cl6N4NaO17S as an isolated structure in a non-equilibrium geometry. Source: the Open Molecules 2025 dataset; level of theory: ωB97M-V/def2-TZVPD.

Results
HOMO level = -3.7912 eV
multiplicity = 1
orbital gap = 0.041 Ha

```
144
Properties=species:S:1:pos:R:3:forces:R:3
O 11.527742 4.309085 1.581216 0.102 0.605 -0.204
C 10.334352 4.347694 1.604635 -0.349 -0.912 0.271
O 9.524927 5.036326 0.736186 0.795 0.134 1.445
C 9.978750 6.375982 0.484409 -0.073 1.654 -1.485
C 9.256038 7.488117 1.334184 0.603 -0.185 0.524
C 8.688241 7.016417 2.732500 -1.371 1.506 -0.857
C 7.285752 7.750429 2.936802 1.170 0.186 2.110
O 6.176465 6.869539 2.703531 0.411 -0.032 -1.458
C 5.729594 6.927163 1.410125 -0.859 -1.117 -1.455
O 5.604529 7.911480 0.752462 0.743 0.793 0.487
O 5.360306 5.699539 0.851727 0.086 1.381 1.758
C 3.915170 5.577754 0.996330 -3.441 0.026 0.090
O 3.544258 4.662520 1.743125 0.901 -0.884 0.124
O 3.113179 6.358516 0.423168 2.145 -0.232 -0.168
H 9.811323 3.721716 2.381635 -0.319 0.588 -0.968
H 11.080634 6.515505 0.574552 -0.781 -0.720 0.154
H 9.738854 6.587922 -0.591810 0.232 -0.371 0.929
H 8.471844 8.039547 0.752869 0.540 -0.911 0.389
H 10.037335 8.266441 1.558016 -0.664 -0.655 -0.315
H 8.459965 5.930839 2.802550 0.497 0.720 0.000
H 9.344554 7.403748 3.546161 -0.345 -0.760 -0.537
H 7.223262 8.722469 2.399418 -0.180 -0.898 0.042
H 7.248549 8.002494 4.032119 -0.342 -0.260 -0.960
C 3.106827 0.407828 0.679657 -0.018 -0.013 -0.104
C 1.761234 -0.066974 1.213703 0.188 0.073 0.120
C 0.634388 -0.090244 0.174080 0.086 -0.175 0.299
C 0.279809 1.223000 -0.521597 0.036 -0.218 0.011
N -0.760201 2.117892 0.152794 -0.499 0.736 -0.201
C -0.563169 2.304821 1.645313 0.095 -0.243 -0.064
C 0.635630 3.223167 1.752272 0.365 -0.165 0.164
C 0.478842 4.191546 0.589370 0.356 0.353 -0.338
C -0.527316 3.556947 -0.364980 -0.111 -0.018 0.142
C -2.193461 1.761843 -0.194301 0.397 -0.024 0.441
C -2.669665 0.375815 0.246623 0.064 -0.154 -0.334
C -2.555226 -0.685722 -0.839311 -0.182 -0.268 0.021
H 3.052494 1.400538 0.225982 0.085 0.021 0.079
H 3.832056 0.464417 1.491494 0.002 0.029 -0.087
H 3.493870 -0.286067 -0.071386 -0.029 0.048 0.040
H 1.485096 0.531705 2.085357 -0.022 0.015 -0.017
H 1.887075 -1.085354 1.593650 -0.134 0.028 -0.076
H -0.239489 -0.547053 0.640377 -0.068 0.020 -0.130
H 0.941202 -0.791471 -0.609323 -0.085 0.102 -0.063
H -0.125166 1.020208 -1.515370 -0.068 0.125 0.072
H 1.175735 1.825559 -0.674565 -0.089 0.074 0.181
H -1.458167 2.804587 2.030958 -0.046 -0.001 -0.187
H -0.457608 1.340484 2.140068 0.050 -0.029 -0.093
H 1.570898 2.674660 1.638120 -0.031 0.019 0.157
H 0.680940 3.734388 2.713222 0.012 -0.095 -0.056
H 1.436785 4.371471 0.099077 0.001 0.178 0.248
H 0.112131 5.158973 0.930329 0.088 -0.004 -0.118
H -0.194244 3.513523 -1.402142 -0.105 -0.151 0.080
H -1.479871 4.087818 -0.316803 -0.052 -0.261 -0.079
H -2.301899 1.895833 -1.271950 -0.064 -0.099 0.107
H -2.810388 2.516793 0.297427 0.179 0.190 -0.191
H -3.738100 0.451180 0.489298 0.019 -0.036 -0.924
H -2.178538 0.049902 1.172480 0.348 -0.020 -0.136
H -3.269356 -0.484925 -1.639679 0.055 0.003 0.052
H -2.787540 -1.667962 -0.427222 -0.024 0.007 -0.148
H -1.564530 -0.729376 -1.287137 0.040 -0.002 0.115
C -0.073350 -3.896262 2.261490 0.416 -0.343 0.059
Cl -0.774938 -5.409211 2.852091 0.010 0.235 -0.064
Cl 1.544366 -4.199584 1.626633 -0.222 0.036 0.026
Cl -1.097913 -3.235492 0.967424 -0.085 0.013 0.022
Cl 0.016424 -2.723388 3.594992 -0.097 0.037 -0.065
Na -3.946153 0.888600 2.306582 -0.247 0.348 1.103
C -3.372829 -2.918248 -5.008392 -0.028 0.580 -0.012
C -2.646723 -3.165515 -3.690610 -0.254 -0.433 -0.372
C -1.274543 -3.840728 -3.856138 0.288 0.216 0.147
O -1.331407 -5.227429 -4.145372 -0.103 0.109 0.081
C -1.595096 -5.529645 -5.505193 0.209 -0.223 -0.100
N -3.523940 -3.938121 -2.795874 0.117 0.117 0.346
H -3.832570 -3.822182 -5.409798 0.102 -0.028 0.045
H -4.180159 -2.190870 -4.865907 -0.076 -0.108 0.182
H -2.689140 -2.517115 -5.765306 0.031 -0.306 -0.137
H -2.472017 -2.184782 -3.231325 0.102 -0.058 0.059
H -0.744105 -3.764217 -2.899525 -0.047 -0.151 0.047
H -0.658173 -3.317623 -4.596413 -0.214 -0.007 -0.172
H -1.137803 -4.802825 -6.186348 -0.281 0.202 -0.015
H -2.675167 -5.584955 -5.676140 -0.026 0.100 -0.180
H -1.178711 -6.519296 -5.717347 0.049 -0.046 0.211
H -3.080557 -4.008880 -1.881798 -0.014 -0.042 -0.023
H -3.529074 -4.898617 -3.135042 -0.042 0.100 -0.037
Cl -2.194835 4.874942 7.330264 -0.034 -0.033 -0.067
C -3.455666 3.623834 7.245965 -0.047 0.131 -0.013
C -3.056559 2.472593 6.352608 -0.116 -0.341 0.555
Cl -2.990014 2.953308 4.629873 -0.009 -0.032 -0.372
H -4.377439 4.095550 6.906735 0.080 -0.026 -0.044
H -3.611904 3.261586 8.262621 0.072 -0.116 -0.081
H -3.791068 1.670641 6.430112 -0.010 0.082 -0.027
H -2.083318 2.069714 6.627932 0.007 0.136 -0.132
C -0.667866 -2.139346 -8.008785 0.633 0.547 -0.530
O -1.454377 -2.997226 -7.332094 -0.200 -0.509 -0.066
H 0.430955 -2.227332 -7.845345 0.085 -0.267 0.245
H -0.723639 -2.173718 -9.123843 -0.244 -0.215 -0.171
H -0.828458 -1.051393 -7.818597 -0.301 0.091 0.231
C -4.940969 1.424110 -4.460367 -0.391 -0.145 -0.675
C -5.651312 2.752247 -4.289814 0.598 0.317 -0.178
O -6.449416 2.591586 -3.108496 0.168 -0.676 0.433
S -5.694379 1.602692 -2.091226 -0.217 0.095 -1.267
O -4.991580 2.391244 -1.126245 -0.039 -0.441 0.253
O -6.590316 0.568933 -1.713761 0.220 0.345 0.437
O -4.615111 1.007086 -3.126955 -0.168 0.582 0.671
H -5.600144 0.673203 -4.900467 0.053 0.013 0.014
H -4.039935 1.511196 -5.064460 0.091 -0.093 0.250
H -6.275409 3.003538 -5.144252 -0.199 -0.064 0.218
H -4.940022 3.562198 -4.109405 -0.028 -0.013 -0.061
C -1.542435 -5.942930 -9.391954 -0.150 -0.640 0.117
C -2.175361 -6.324688 -10.675813 1.714 2.015 -0.750
O -1.963631 -5.833353 -11.743467 -0.113 -0.305 0.213
N -3.238669 -7.358567 -10.747881 -1.025 -0.495 -0.381
C -3.475889 -8.263354 -9.598642 -0.197 -0.274 0.058
H -0.652541 -5.350604 -9.592258 -0.225 0.177 -0.063
H -2.247695 -5.345229 -8.798988 0.192 0.191 0.214
H -1.242343 -6.830049 -8.830553 -0.140 0.078 0.192
H -4.078323 -6.827370 -11.007160 -0.111 -0.033 0.368
H -3.037931 -7.841129 -11.631340 0.138 -0.286 0.252
H -4.269850 -8.954225 -9.876116 0.045 0.010 0.086
H -3.781526 -7.669720 -8.739945 0.112 -0.039 -0.026
H -2.561361 -8.814209 -9.392887 -0.054 0.066 0.048
C 4.581788 -5.518783 0.050435 -0.720 0.459 -0.004
C 4.849302 -6.946340 -0.475250 0.870 -0.101 1.545
C 4.156903 -7.955569 0.466789 -0.943 0.013 -0.011
O 6.170370 -7.168805 -0.439817 0.211 -0.084 -0.831
H 4.969688 -5.372426 1.063494 0.145 -0.244 -0.072
H 5.037294 -4.764775 -0.597494 0.083 -0.156 -0.028
H 3.499022 -5.315538 0.079604 -0.162 0.096 -0.043
H 4.311838 -7.019021 -1.449127 0.162 -0.055 -0.353
H 4.533499 -7.884534 1.491686 0.198 0.124 -0.138
H 4.304200 -8.982312 0.121624 0.138 0.105 -0.068
H 3.069884 -7.774173 0.502089 -0.092 -0.084 0.040
C -4.610669 2.899267 12.571241 0.001 0.031 0.035
C -4.828120 2.703135 11.212745 0.080 -0.088 0.124
C -4.508682 1.486406 10.627797 -0.085 0.166 -0.187
C -3.976952 0.474163 11.412019 -0.114 0.440 0.218
C -3.748913 0.661653 12.766845 0.066 -0.098 0.198
C -4.068112 1.882022 13.346272 -0.068 0.058 -0.190
N -3.662623 -0.820307 10.796637 0.110 -0.347 -0.129
O -3.859118 -0.939977 9.597670 0.036 0.099 0.202
O -3.228710 -1.698199 11.514776 -0.098 0.219 -0.138
H -4.865981 3.848559 13.027649 0.025 -0.055 -0.030
H -5.249946 3.499309 10.610909 0.015 -0.056 0.021
H -4.681993 1.342719 9.569336 0.039 -0.219 0.102
H -3.329522 -0.126167 13.378747 -0.029 -0.062 -0.199
H -3.897231 2.039322 14.403853 0.009 -0.048 -0.062
```
Forces are in eV/Å.